(1)
ORCA calculation (ωB97M-V with the def2-TZVPD basis set) on a single C6H10O molecule.

```
17
Properties=species:S:1:pos:R:3:mulliken_charge:R:1
C -2.2093 0.9411 1.3214 -1.05
C -1.1017 0.4159 0.8957 -0.07
C 0.0248 -0.1347 0.5213 0.83
C 0.6768 -1.1750 1.3960 -1.38
C 0.8290 0.3943 -0.6547 0.29
C 0.0667 0.4242 -1.9830 -1.16
O 2.0180 -0.3749 -0.8396 -0.58
H -2.5772 0.7097 2.3151 0.25
H -2.7727 1.6347 0.7088 0.26
H 1.6729 -0.8490 1.7115 0.30
H 0.7647 -2.1241 0.8577 0.30
H 0.0915 -1.3632 2.3033 0.40
H 1.1604 1.4110 -0.4112 0.31
H -0.9518 0.0315 -1.9004 0.34
H 0.5836 -0.1413 -2.7665 0.38
H -0.0202 1.4579 -2.3370 0.27
H 1.7444 -1.2582 -1.1386 0.33
```

structure (SMILES)	C=C=C(C)[C@H](C)O
energy above the lowest of the compared OMol25 structures with the same formula, charge and spin	3.810	eV
total energy	-8427.4300	eV
HOMO-LUMO gap (alpha / beta)	7.97 / 7.11	eV
total charge	0

(2)
ORCA calculation (ωB97M-V with the def2-TZVPD basis set) on a molecular structure, C6H10O2.

```
18
Properties=species:S:1:pos:R:3:mulliken_charge:R:1
C 0.4378 1.4569 0.8533 -1.00
C 0.3213 0.5067 -0.3787 0.92
C 1.9312 0.1146 -0.8743 -0.65
C 0.4837 -0.8783 -0.0513 -0.16
C -0.9995 -0.9469 0.6599 -0.94
C -1.7067 -0.3072 -0.4881 -0.38
H -0.8845 1.7403 0.9027 0.22
H 0.8909 0.8817 1.7362 0.24
H 1.1562 2.3484 0.4790 0.34
H 1.9264 -0.5882 -1.6896 0.34
H 2.7043 0.7155 -0.6619 0.39
H 0.2779 -1.6532 -0.8237 0.33
H -1.5713 -1.8034 0.9242 0.44
H -1.1639 -0.3666 1.5269 0.30
H -2.9501 0.0244 -0.1701 0.26
H -1.7913 -1.1641 -1.2704 0.30
O 1.8766 -0.9194 0.2756 -0.48
O -0.9390 0.8389 -0.9499 -0.46
```

energy above the lowest of the compared OMol25 structures with the same formula, charge and spin	6.822	eV
total energy	-10472.3483	eV
HOMO-LUMO gap	10.40	eV
total charge	0

(3)
ORCA calculation (ωB97M-V with the def2-TZVPD basis set) on a single C6H10O2 molecule.

```
18
Properties=species:S:1:pos:R:3:mulliken_charge:R:1
C 3.0153 0.5857 -1.0769 -1.14
C 1.5330 0.7559 -0.9726 -0.13
C 0.6733 -0.1682 -0.5647 -0.17
C -0.8061 0.0465 -0.4733 -0.57
C -1.5782 -1.0327 0.3638 -0.49
C -1.9493 -0.4633 1.6928 0.47
O -1.3498 -0.6292 2.7332 -0.57
O -3.0655 0.3097 1.6603 -0.44
H 3.3980 0.5968 -2.0929 0.30
H 3.2961 -0.4161 -0.7353 0.30
H 3.5277 1.3020 -0.4390 0.30
H 1.1149 1.7534 -1.1023 0.32
H 1.0232 -1.1932 -0.4425 0.16
H -1.0404 1.0244 -0.0393 0.34
H -1.2476 0.1313 -1.4677 0.35
H -2.5093 -1.3458 -0.1007 0.34
H -0.8366 -1.8101 0.4928 0.31
H -3.1987 0.5529 2.5642 0.31
```

structure (SMILES)	C/C=C/CCC(=O)O
energy above the lowest of the compared OMol25 structures with the same formula, charge and spin	0.350	eV
total energy	-10478.8202	eV
HOMO-LUMO gap	10.23	eV
total charge	0